(1)
Density functional theory data (the ωB97M-V functional and the def2-TZVPD basis) for an isolated molecule of C3H8O2.

Geometry as XYZ:
```
13
Properties=species:S:1:pos:R:3:forces:R:3:lowdin_charge:R:1
C -0.89340 0.09638 1.05503 3.7 0.8 0.3 -0.206
O -0.52719 0.43629 2.43266 2.5 0.1 -1.1 -0.139
C 0.53320 -0.05261 0.21144 -3.1 2.1 -0.5 -0.107
C 0.27997 0.20480 -1.34600 -2.9 1.0 0.3 -0.298
O 0.79587 -0.70963 -2.24465 0.7 -2.3 -0.3 -0.102
H -1.41922 -0.81494 1.14712 -0.7 -1.0 -0.5 0.088
H -1.47539 0.87312 0.58919 -0.3 0.4 0.1 0.091
H 0.50399 0.47455 2.41698 -2.9 0.0 0.3 0.107
H 1.15747 0.75681 0.63158 0.1 -0.6 -0.2 0.098
H 0.86736 -1.03068 0.44794 0.8 -0.8 -0.1 0.085
H -0.88964 0.18274 -1.50077 1.8 0.2 0.5 0.126
H 0.55620 1.23008 -1.79048 0.0 -1.4 1.3 0.138
H 0.51076 -1.64689 -2.05004 0.3 1.7 -0.1 0.120
```
Forces are in eV/Å.

Summary:
* M: 76.09 g mol⁻¹
* structure (SMILES): OCCCO
* energy relative to the best compared isomer or geometry (same formula, charge and spin): 46.6 kcal/mol
* frontier orbital gap: 0.408 Ha
* total energy: -269.52056 Eh


(2)
Density functional theory data (the ωB97M-V functional and the def2-TZVPD basis) for an isolated molecule of C3H8O2P2S2.

Geometry as XYZ:
```
17
Properties=species:S:1:pos:R:3:forces:R:3:lowdin_charge:R:1
C -1.33842 -2.28085 0.93041 -1.6 1.4 0.0 -0.253
C 0.77646 2.53806 -0.58096 -1.8 -1.8 3.4 -0.207
C 0.60137 -0.21157 -0.27053 -4.0 -0.1 0.2 -0.365
O -0.22267 -2.71717 -1.34998 -1.7 0.1 -3.4 -0.297
O -0.40934 1.41364 1.70631 -0.2 0.4 0.1 -0.248
P -0.81150 -1.47879 -0.50361 0.1 -0.4 0.9 0.457
P -0.21040 1.37857 0.12493 -0.1 -0.1 -1.7 0.425
S -2.06173 -0.05834 -1.96315 1.0 -1.3 0.3 0.089
S -2.42463 0.99510 -0.28028 1.1 0.6 0.8 0.136
H -2.02658 -3.18451 0.68890 1.3 1.6 0.3 0.028
H -1.75796 -1.61067 1.78793 0.9 -1.3 -1.6 0.021
H 0.62545 3.51209 -0.30371 -0.4 2.4 0.6 -0.036
H 1.15203 2.38101 -1.50091 1.3 -0.8 -2.9 -0.045
H 0.99868 -0.50507 0.66397 1.3 -0.3 0.6 0.044
H 1.18021 0.05179 -1.12372 0.8 -0.7 -0.6 0.050
H -0.75126 -2.79522 -2.24534 1.7 0.2 2.4 0.127
H 0.40829 1.74976 2.07082 0.5 0.3 0.6 0.074
```
Forces are in eV/Å.

Summary:
* M: 202.18 g mol⁻¹
* structure (SMILES): C=[P@]1(O)C[P@](=C)(O)SS1
* energy relative to the best compared isomer or geometry (same formula, charge and spin): 39.2 kcal/mol
* frontier orbital gap: 0.299 Ha
* total energy: -1748.60675 Eh


(3)
Density functional theory data (the ωB97M-V functional and the def2-TZVPD basis) for a cluster of 2 separate species, C3H8O2S in total.

Geometry as XYZ:
```
14
Properties=species:S:1:pos:R:3:forces:R:3:lowdin_charge:R:1
O 1.85684 -0.81963 1.06185 0.8 -0.2 -0.5 0.028
C 1.61284 0.19772 0.45838 -0.9 -0.5 1.9 -0.253
C 0.17403 0.72348 0.64239 2.1 0.4 -1.3 -0.254
C -0.41378 1.18806 -0.69948 -0.7 0.1 1.1 -0.544
S -2.25414 0.96726 -0.62326 0.5 0.2 -0.1 0.671
H 2.44472 0.74936 -0.00609 -0.3 0.2 -0.5 0.125
H 0.28743 1.62716 1.24374 -0.3 -0.2 0.5 0.114
H -0.26204 -0.12021 1.16672 -0.6 0.3 -0.2 0.096
H -0.13735 2.24739 -0.78879 -0.3 -0.3 -0.4 0.070
H -0.01312 0.63460 -1.54246 -0.2 -0.2 -0.1 0.064
H -2.32979 0.96018 0.72395 0.0 0.0 -0.3 -0.146
H -0.00652 -3.11872 0.14027 -0.4 0.5 -0.9 0.058
H -0.66576 -2.81670 -1.29051 0.2 -0.2 0.7 0.043
O -0.29337 -2.41995 -0.48670 0.1 -0.3 0.2 -0.074
```
Forces are in eV/Å.

Summary:
* M: 108.16 g mol⁻¹
* structure (SMILES): O=CCCS.O
* energy relative to the best compared isomer or geometry (same formula, charge and spin): 30.3 kcal/mol
* frontier orbital gap: 0.361 Ha
* total energy: -667.73261 Eh


(4)
Density functional theory data (the ωB97M-V functional and the def2-TZVPD basis) for a cluster of 2 separate species, C3H8O2S in total.

Geometry as XYZ:
```
14
Properties=species:S:1:pos:R:3:forces:R:3:lowdin_charge:R:1
O 0.88663 -0.82739 -2.03100 0.3 0.8 0.1 0.062
C -0.09644 -0.95776 -1.35961 -1.2 -1.4 0.4 -0.276
C -0.85186 -0.03791 -0.43408 0.8 1.5 -0.7 -0.260
C -0.65331 -0.49058 1.00715 -1.6 0.0 -0.2 -0.515
S -1.94617 0.29937 2.12928 1.4 -0.4 -0.4 0.671
H -0.60675 -1.95961 -1.33578 0.3 0.1 -0.2 0.129
H -1.89634 -0.01127 -0.75909 -0.1 -0.6 0.3 0.111
H -0.54963 1.00159 -0.57869 0.4 0.0 0.2 0.109
H -0.79070 -1.57076 1.01271 0.1 -0.1 0.5 0.065
H 0.30946 -0.20756 1.39922 0.3 -0.1 -0.1 0.061
H -0.94227 1.00457 2.67732 -0.5 0.2 0.3 -0.150
H 2.85684 1.82872 -0.30592 0.4 0.3 -0.2 0.029
H 2.09409 0.77395 -1.14961 0.0 -0.1 -0.2 0.012
O 2.18646 1.15464 -0.27190 -0.5 -0.3 0.4 -0.049
```
Forces are in eV/Å.

Summary:
* M: 108.16 g mol⁻¹
* structure (SMILES): O=CCCS.O
* energy relative to the best compared isomer or geometry (same formula, charge and spin): 21.9 kcal/mol
* frontier orbital gap: 0.369 Ha
* total energy: -667.74611 Eh


(5)
Density functional theory data (the ωB97M-V functional and the def2-TZVPD basis) for an isolated molecule of C3H8O2S.

Geometry as XYZ:
```
14
Properties=species:S:1:pos:R:3:forces:R:3:lowdin_charge:R:1
C -0.41027 -1.40364 -0.87238 1.2 0.6 -2.3 -0.066
C -0.57665 0.97032 0.15513 1.2 -0.5 -0.1 -0.256
C -0.18229 -0.53028 0.30093 3.3 2.0 -0.9 -0.252
O -1.86017 1.21246 0.68928 0.4 0.8 1.5 -0.061
O 1.48228 -0.67889 0.57194 -3.6 -0.9 1.3 -0.698
S 2.52896 0.15263 -0.23447 1.1 1.1 -1.3 0.733
H -1.12816 -0.90393 -1.64119 0.8 -1.4 1.5 0.120
H 0.63297 -1.37371 -1.40782 -2.0 -0.2 0.6 0.096
H -0.56679 -2.45960 -0.58779 -0.4 0.6 -0.5 0.086
H 0.13278 1.66561 0.64064 0.1 -0.7 -0.1 0.113
H -0.52711 1.22661 -0.89073 -0.3 0.1 -0.5 0.109
H -0.41375 -0.84422 1.25578 -1.0 -1.0 1.8 0.105
H -1.63669 1.67243 1.54233 -1.0 -0.8 -1.2 0.117
H 2.52489 1.29420 0.47838 0.1 0.2 0.0 -0.146
```
Forces are in eV/Å.

Summary:
* M: 108.16 g mol⁻¹
* structure (SMILES): C[C@H](CO)OS
* energy relative to the best compared isomer or geometry (same formula, charge and spin): 65.9 kcal/mol
* frontier orbital gap: 0.333 Ha
* total energy: -667.67593 Eh


(6)
Density functional theory data (the ωB97M-V functional and the def2-TZVPD basis) for a cluster of 2 separate species, C3H8O2S in total.

Geometry as XYZ:
```
14
Properties=species:S:1:pos:R:3:forces:R:3:lowdin_charge:R:1
O -2.69676 1.70924 0.46629 1.8 1.9 0.5 0.019
C -1.87038 2.62329 0.36682 0.5 -3.8 -0.7 -0.204
C -0.29336 2.32906 0.42322 0.3 1.5 -1.4 -0.162
C -0.10355 1.04848 -0.50849 -1.4 1.4 3.3 -0.693
S 1.32087 0.66443 -1.33811 4.3 0.0 -0.8 0.718
H -2.20241 3.51113 -0.09849 -0.3 1.8 -0.1 0.094
H 0.05033 2.27787 1.46491 -0.1 -0.7 -0.3 0.097
H 0.38289 3.19098 -0.00472 -1.7 -1.3 0.5 0.127
H -0.41575 0.22219 0.12144 -0.6 -0.2 -0.5 0.070
H -0.66957 1.23350 -1.39269 -1.5 -0.2 -0.2 0.038
H 2.40580 1.02125 -0.52475 -1.3 -0.4 -0.4 -0.104
H 1.62678 -5.81417 0.44280 -0.5 -1.3 -0.2 0.040
H 1.44928 -7.47145 0.39916 -1.0 3.3 -0.5 0.094
O 1.01585 -6.54581 0.18262 1.5 -1.9 0.7 -0.134
```
Forces are in eV/Å.

Summary:
* M: 108.16 g mol⁻¹
* structure (SMILES): O=CCCS.O
* energy relative to the best compared isomer or geometry (same formula, charge and spin): 53.1 kcal/mol
* frontier orbital gap: 0.356 Ha
* total energy: -667.69628 Eh


(7)
Density functional theory data (the ωB97M-V functional and the def2-TZVPD basis) for a cluster of 2 separate species, C3H8O2S in total.

Geometry as XYZ:
```
14
Properties=species:S:1:pos:R:3:forces:R:3:mulliken_spin:R:1
O -1.58095 0.38738 0.14175 0.0 0.3 0.3 0.005
C -1.02862 -0.40064 -0.56670 0.2 -0.7 -0.3 0.002
C 0.03878 0.03244 -1.55444 -0.1 0.2 -0.7 0.033
C 1.09370 0.91046 -0.89689 0.8 0.2 0.3 -0.027
S 2.11626 0.02208 0.29650 -0.3 0.1 0.1 0.976
H -1.21089 -1.49310 -0.49523 -0.2 0.2 0.0 0.007
H 0.46730 -0.76247 -2.17145 0.2 -0.3 0.7 -0.004
H -0.37172 0.65657 -2.35091 -0.5 0.3 0.2 0.006
H 0.74543 1.80115 -0.37058 -0.6 -0.2 0.2 0.039
H 1.79919 1.29652 -1.61234 0.4 -0.1 -0.5 -0.011
H 1.17102 -0.12819 1.26277 -0.1 -0.2 0.1 -0.025
H -1.26293 -0.20848 2.25907 -0.1 -0.1 0.0 0.000
H -1.27106 -1.23848 3.37556 0.2 -0.1 0.0 0.000
O -0.70551 -0.87525 2.68287 0.0 0.3 -0.3 -0.001
```
Forces are in eV/Å.

Summary:
* charge: +1
* M: 108.16 g mol⁻¹
* ⟨S²⟩: 0.75
* energy relative to the best compared isomer or geometry (same formula, charge and spin): 21.0 kcal/mol
* frontier orbital gap (spin up / spin down): 0.393 / 0.200 Ha
* spin multiplicity: 2
* total energy: -667.41441 Eh


(8)
Density functional theory data (the ωB97M-V functional and the def2-TZVPD basis) for a cluster of 2 separate species, C3H8O2S2 in total.

Geometry as XYZ:
```
15
Properties=species:S:1:pos:R:3:forces:R:3:mulliken_spin:R:1
C 1.01621 -1.23369 0.92752 0.4 0.7 0.4 -0.090
C 2.18453 -0.96228 0.01156 0.2 -1.7 0.0 0.690
O 2.74039 0.18400 -0.10871 1.1 0.0 -0.3 0.218
C -0.25701 -1.43101 0.06418 0.4 -1.0 -0.7 0.172
S -1.88078 -0.63390 0.33456 0.8 0.2 0.5 0.054
S -1.72401 1.00429 -0.93546 -0.8 0.3 -0.7 0.000
H 0.93338 -0.36391 1.59782 -0.2 -0.2 -0.2 -0.015
H 1.28107 -2.09337 1.56607 -0.6 -0.1 -0.2 0.042
H 2.51502 -1.79650 -0.65060 -0.2 0.2 0.3 0.011
H -0.46935 -2.50513 -0.07181 0.0 0.3 0.2 -0.024
H 0.10664 -1.11210 -0.91531 -0.6 0.1 -0.2 -0.074
H -0.42940 1.35278 -1.00628 0.2 -0.1 0.8 0.003
H 1.82802 1.25519 -0.17940 1.2 -1.5 0.0 -0.001
H 1.94488 2.61131 0.45204 -0.2 -0.1 -0.1 0.000
O 1.32792 2.07328 -0.05609 -1.7 2.9 0.2 0.013
```
Forces are in eV/Å.

Summary:
* charge: -1
* M: 140.23 g mol⁻¹
* ⟨S²⟩: 0.75
* energy relative to the best compared isomer or geometry (same formula, charge and spin): 19.1 kcal/mol
* frontier orbital gap (spin up / spin down): 0.144 / 0.273 Ha
* spin multiplicity: 2
* total energy: -1065.91585 Eh


(9)
Density functional theory data (the ωB97M-V functional and the def2-TZVPD basis) for a cluster of 2 separate species, C3H8O2S2 in total.

Geometry as XYZ:
```
15
Properties=species:S:1:pos:R:3:forces:R:3:lowdin_charge:R:1
C -0.44243 -1.30529 0.46472 1.1 0.2 0.4 -0.235
C -0.76903 -0.78656 -0.88652 1.1 1.2 -1.5 -0.231
O -0.11623 0.03356 -1.52728 -0.8 -1.1 1.2 0.034
C 0.92040 -0.84502 1.07453 -1.0 -0.3 -1.0 -0.568
S 0.73126 -0.58990 2.83762 0.1 0.5 0.9 0.442
S -0.31133 1.24034 3.03049 0.1 -1.0 -0.3 0.327
H -1.26875 -1.04085 1.12039 -0.2 0.1 0.1 0.093
H -0.44009 -2.39078 0.43698 -0.3 -0.3 -0.2 0.116
H -1.66895 -1.20650 -1.34959 -0.3 -0.1 0.0 0.122
H 1.66069 -1.64595 0.86705 -0.2 0.6 0.5 0.091
H 1.24814 0.05918 0.58140 0.2 0.2 0.0 0.061
H 0.67241 2.00173 3.51573 0.3 0.0 -0.1 -0.211
H 0.42431 1.77213 -2.92351 0.1 -0.5 0.4 -0.016
H -0.81213 2.34367 -3.61272 1.1 0.0 0.0 0.049
O 0.17172 2.36022 -3.62929 -1.2 0.4 -0.4 -0.074
```
Forces are in eV/Å.

Summary:
* M: 140.23 g mol⁻¹
* structure (SMILES): O=CCCSS.O
* energy relative to the best compared isomer or geometry (same formula, charge and spin): 26.8 kcal/mol
* frontier orbital gap: 0.349 Ha
* total energy: -1065.93937 Eh


(10)
Density functional theory data (the ωB97M-V functional and the def2-TZVPD basis) for a cluster of 2 separate species, C3H8O3 in total.

Geometry as XYZ:
```
14
Properties=species:S:1:pos:R:3:forces:R:3:lowdin_charge:R:1
O -0.80486 0.26639 2.97555 0.3 0.2 -0.1 -0.100
O 0.67566 1.99840 2.66929 -0.3 -0.2 -0.1 -0.104
C -0.02881 1.24675 3.64228 0.0 0.1 0.6 -0.224
C -0.33745 0.23369 1.62802 -0.3 -0.5 -0.4 -0.176
C 0.09529 1.66646 1.40897 0.2 0.4 -0.5 -0.177
H 0.70745 0.79314 4.33338 -0.2 0.0 -0.4 0.131
H -0.70864 1.88064 4.24350 0.1 -0.2 -0.4 0.132
H -1.16282 -0.11330 0.97701 0.4 0.3 0.4 0.132
H 0.50477 -0.47500 1.51027 -0.2 0.3 0.1 0.127
H -0.76223 2.32577 1.17357 0.2 -0.3 0.2 0.127
H 0.85830 1.81216 0.62028 -0.3 -0.2 0.5 0.131
O 5.90636 -0.32449 1.84147 0.2 1.1 0.6 -0.091
H 6.75381 0.10732 2.09373 -0.9 -0.4 -0.3 0.046
H 5.20947 0.29899 2.14786 0.8 -0.6 -0.3 0.045
```
Forces are in eV/Å.

Summary:
* M: 92.09 g mol⁻¹
* structure (SMILES): C1COCO1.O
* energy relative to the best compared isomer or geometry (same formula, charge and spin): 39.0 kcal/mol
* frontier orbital gap: 0.388 Ha
* total energy: -344.78620 Eh